[1]
{"formula": "C51H56AsGaN3P2S2", "method": "ωB97M-V/def2-TZVPD", "e_tot_ev": -211703.854, "charge": 3, "lumo_energy_ha": -0.284, "homo_energy_ev": -14.49, "elements": ["Ga", "C", "S", "C", "C", "C", "N", "P", "C", "C", "C", "C", "C", "C", "C", "C", "C", "C", "C", "C", "P", "C", "C", "C", "C", "C", "C", "C", "C", "C", "C", "C", "C", "H", "H", "H", "H", "H", "H", "H", "H", "H", "H", "H", "H", "H", "H", "H", "H", "H", "H", "H", "H", "H", "H", "H", "H", "H", "H", "H", "H", "H", "C", "C", "C", "C", "C", "C", "As", "C", "C", "C", "C", "C", "C", "C", "C", "C", "C", "C", "C", "H", "H", "H", "H", "H", "H", "H", "H", "H", "H", "H", "H", "H", "H", "H", "C", "N", "C", "C", "S", "N", "C", "C", "H", "H", "H", "H", "H", "H", "H", "H", "H", "H", "H", "H"], "positions_angstrom": [[-0.8332, 0.2767, -0.0853], [7.2682, -1.6133, 1.0366], [5.7097, -2.6128, 0.9738], [4.7701, -1.5643, 2.2000], [3.5467, -0.8771, 1.5673], [2.5601, -1.9573, 1.2441], [1.2490, -1.4366, 0.8469], [0.9770, -0.9825, -0.7625], [2.5064, -0.0705, -1.4113], [3.5835, -0.7690, -1.8659], [4.7303, 0.0301, -2.1088], [4.6403, 1.3851, -2.0694], [3.4652, 2.0299, -1.6362], [2.3745, 1.2810, -1.3113], [0.6754, -2.3577, -1.7995], [0.0659, -2.1770, -3.0406], [0.1948, -3.1807, -4.0425], [0.8548, -4.4191, -3.7591], [1.3057, -4.6766, -2.3839], [1.2579, -3.6288, -1.4826], [-0.0951, -1.1112, 1.8250], [0.2548, -0.3476, 3.4373], [-0.3788, 0.9061, 3.6682], [-0.2870, 1.5206, 4.9226], [0.6484, 1.0236, 5.8084], [1.2813, -0.2152, 5.5706], [1.1421, -0.8591, 4.3622], [-0.8996, -2.6399, 2.2112], [-0.4215, -3.8717, 1.7602], [-1.1781, -5.0438, 1.8002], [-2.4716, -4.9342, 2.3192], [-3.0717, -3.6849, 2.6431], [-2.2652, -2.5840, 2.6474], [7.8949, -2.0278, 0.3205], [7.7271, -1.6788, 2.0042], [7.1723, -0.5209, 0.9075], [5.4998, -0.8047, 2.5395], [4.4186, -2.1323, 3.0833], [3.9791, -0.3199, 0.7334], [3.0983, -0.2457, 2.3387], [2.3009, -2.5087, 2.1741], [2.8869, -2.6127, 0.4374], [3.6508, -1.8052, -2.1812], [5.6500, -0.4758, -2.4571], [5.4524, 2.0141, -2.3565], [3.5687, 3.1039, -1.5135], [1.3730, 1.6813, -0.9986], [-0.6360, -1.4145, -3.3170], [-0.2724, -3.0464, -5.0486], [0.9657, -5.2901, -4.5067], [1.7614, -5.6032, -2.1331], [1.5960, -3.7392, -0.4115], [-1.0225, 1.2660, 2.8995], [-0.8118, 2.4468, 5.0947], [0.8103, 1.4534, 6.8239], [1.9055, -0.6875, 6.3048], [1.7906, -1.7520, 4.2705], [0.6466, -3.9008, 1.3788], [-0.6763, -5.9906, 1.4963], [-3.1194, -5.8003, 2.3300], [-4.0838, -3.6081, 3.1298], [-2.6246, -1.6175, 3.0366], [-1.9366, 4.2556, -4.4491], [-2.5778, 4.8168, -3.3365], [-2.2307, 4.4831, -2.0529], [-1.4204, 3.4191, -1.8337], [-0.7418, 2.8008, -2.8996], [-0.9819, 3.2519, -4.2168], [-0.8805, 2.7706, -0.0637], [0.8428, 3.5261, 0.3920], [1.5285, 2.7375, 1.2738], [2.7890, 3.1123, 1.7367], [3.2526, 4.3198, 1.3968], [2.5410, 5.1239, 0.5053], [1.3769, 4.7376, -0.0580], [-2.1417, 3.3051, 1.2741], [-2.2009, 4.5940, 1.7454], [-3.1068, 4.9247, 2.8022], [-4.0021, 3.9352, 3.1767], [-3.9872, 2.6321, 2.6735], [-3.0289, 2.3212, 1.7326], [-2.1974, 4.4601, -5.4495], [-3.4761, 5.4990, -3.4561], [-2.8738, 4.8253, -1.2437], [-0.0865, 1.9165, -2.7042], [-0.2921, 2.8406, -5.0168], [1.0704, 1.9406, 1.7357], [3.2444, 2.5547, 2.4744], [4.1342, 4.6844, 1.8862], [2.9498, 6.0867, 0.2121], [0.7791, 5.3888, -0.6398], [-1.4212, 5.3155, 1.4109], [-3.2055, 5.8999, 3.1934], [-4.6773, 4.1684, 4.0315], [-4.5775, 1.8570, 3.1616], [-3.0783, 1.3285, 1.3433], [-3.9474, 0.5950, -3.5647], [-3.9182, -0.7788, -3.1159], [-5.1426, -1.5094, -3.3673], [-3.1748, -1.1746, -2.0586], [-3.0358, 0.0165, -0.7951], [-3.0105, -2.4749, -1.9337], [-2.5868, -3.0213, -0.6125], [-3.1772, -3.4717, -2.9265], [-4.1444, 0.6698, -4.5989], [-2.9346, 1.1129, -3.4497], [-4.7319, 1.0626, -2.9647], [-5.9607, -0.8361, -3.5665], [-5.4490, -2.1070, -2.5411], [-5.1310, -2.1812, -4.2239], [-3.1625, -3.8987, -0.3661], [-2.8235, -2.2547, 0.1389], [-1.5034, -3.3231, -0.6947], [-3.2880, -3.1428, -3.9663], [-4.0182, -4.1937, -2.6717], [-2.3075, -4.1435, -2.9240]], "mulliken_charge": [0.2212, -1.0072, -0.0262, -1.3460, 0.7782, -1.2590, 0.5981, -0.1342, 0.9929, -0.3110, -0.6973, -1.0531, -0.4506, 0.4652, 1.2051, -0.6629, -0.8951, -0.6543, -0.8879, -0.1067, 0.5171, 0.7876, -0.3671, -0.5360, -0.7324, -0.6581, -0.3346, 0.6260, -0.1982, -0.6314, -0.6911, -0.6034, -0.8705, 0.4233, 0.3760, 0.2869, 0.6192, 0.4164, 0.0103, -0.1911, 0.4922, 0.6693, 0.4215, 0.5013, 0.5243, 0.4871, -0.9223, 0.7499, 0.4311, 0.3550, 0.5780, 0.0497, 0.2967, 0.5146, 0.4103, 0.4966, 0.3527, -0.0020, 0.4782, 0.4272, 0.4496, 0.3693, -0.6963, -0.5783, -0.1812, 0.4556, -0.2828, -0.8014, 1.6762, 0.6248, 0.7570, -0.8164, -0.8015, -0.8699, -1.2874, 0.9863, -0.2659, -1.1447, -0.5055, -1.2529, 0.2134, 0.5107, 0.3575, 0.3857, 0.1670, 0.3745, -0.2787, 0.6596, 0.5031, 0.4379, 0.6623, 0.3608, 0.5386, 0.3687, 0.4569, 0.0679, -1.0475, 0.1677, -1.2873, 0.4535, -0.1655, 0.5488, -0.9356, -1.2441, 0.4695, 0.1436, 0.5086, 0.4306, 0.4435, 0.3756, 0.6723, 0.1864, 0.1714, 0.3989, 0.2897, 0.4697]}


[2]
{"formula": "C51H56N3S3Sb2SiSr", "method": "ωB97M-V/def2-TZVPD", "e_tot_ev": -112566.288, "charge": -1, "lumo_energy_ha": 0.077, "homo_energy_ev": -4.52, "elements": ["Sr", "C", "C", "C", "C", "C", "C", "C", "C", "C", "C", "C", "C", "H", "H", "H", "H", "H", "H", "H", "H", "H", "H", "H", "H", "H", "H", "H", "H", "H", "H", "S", "C", "C", "N", "C", "S", "C", "N", "C", "C", "C", "Sb", "C", "C", "C", "C", "C", "C", "C", "C", "C", "C", "C", "C", "Sb", "C", "C", "C", "C", "C", "C", "C", "C", "C", "C", "C", "C", "H", "H", "H", "H", "H", "H", "H", "H", "H", "H", "H", "H", "H", "H", "H", "H", "H", "H", "H", "H", "H", "H", "H", "H", "H", "H", "C", "Si", "C", "C", "C", "C", "C", "C", "N", "C", "S", "H", "H", "H", "H", "H", "H", "H", "H", "H", "H", "H", "H"], "positions_angstrom": [[1.2938, 2.4696, -0.8759], [2.0494, 0.8117, 4.1342], [2.7756, 0.8593, 2.8138], [3.3457, 2.0355, 2.3198], [3.4022, 3.3033, 3.1388], [3.9500, 2.0329, 1.0509], [4.4746, 3.3370, 0.4902], [4.1489, 0.8289, 0.3586], [4.9708, 0.8295, -0.9073], [3.6550, -0.3659, 0.9035], [3.9844, -1.7074, 0.2852], [2.9065, -0.3330, 2.0847], [2.2819, -1.5967, 2.6227], [2.0295, 1.7673, 4.6472], [2.5050, 0.0753, 4.8021], [1.0098, 0.5092, 3.9987], [3.3068, 3.1044, 4.2023], [2.6169, 4.0108, 2.8663], [4.3602, 3.8040, 2.9940], [3.8540, 4.1788, 0.8002], [4.5033, 3.3329, -0.5986], [5.4927, 3.5442, 0.8362], [6.0311, 0.9720, -0.6739], [4.6789, 1.6321, -1.5834], [4.8691, -0.0951, -1.4680], [3.2084, -2.0723, -0.3939], [4.1092, -2.4637, 1.0593], [4.9144, -1.6719, -0.2764], [2.8839, -2.0435, 3.4219], [2.1477, -2.3476, 1.8468], [1.2972, -1.3895, 3.0389], [-1.3313, 3.3916, -1.5548], [-1.8685, 4.2517, -0.1347], [-3.1857, 4.8208, -0.2594], [-4.2419, 5.2593, -0.3946], [-1.2080, 4.4211, 1.0455], [0.3724, 3.8038, 1.4766], [-1.8464, 5.1694, 2.0939], [-2.3187, 5.7851, 2.9456], [-1.4929, -0.4439, -0.8512], [-2.8051, 0.0593, -0.2546], [-2.5887, 0.9166, 0.9888], [-1.7225, -0.2011, 2.6139], [-2.4154, 1.0488, 4.2029], [-3.4160, 0.6587, 5.0898], [-3.8404, 1.5182, 6.0956], [-3.2789, 2.7817, 6.2174], [-2.2833, 3.1799, 5.3364], [-1.8449, 2.3137, 4.3439], [-3.2813, -1.6697, 2.7601], [-2.9598, -2.9488, 3.2086], [-3.9242, -3.9469, 3.2939], [-5.2313, -3.6748, 2.9209], [-5.5697, -2.4046, 2.4715], [-4.6030, -1.4129, 2.3943], [-1.6017, -2.0444, -2.3082], [-3.5464, -2.7756, -1.7812], [-3.7658, -3.9566, -1.0783], [-5.0571, -4.4116, -0.8380], [-6.1482, -3.6905, -1.2975], [-5.9442, -2.5108, -2.0012], [-4.6540, -2.0641, -2.2456], [-0.4779, -3.3985, -1.0864], [-0.6590, -3.4725, 0.2956], [0.1329, -4.3046, 1.0728], [1.1273, -5.0735, 0.4798], [1.3116, -5.0209, -0.8937], [0.5073, -4.1922, -1.6690], [-0.8347, -0.8406, -0.0721], [-0.9783, 0.3911, -1.3343], [-3.4594, -0.7830, -0.0162], [-3.3365, 0.6516, -1.0065], [-3.5149, 1.3795, 1.3350], [-1.8931, 1.7315, 0.7775], [-3.8798, -0.3170, 5.0006], [-4.6229, 1.2016, 6.7751], [-3.6241, 3.4582, 6.9893], [-1.8608, 4.1745, 5.3968], [-1.0734, 2.6525, 3.6575], [-1.9385, -3.1758, 3.4998], [-3.6521, -4.9348, 3.6460], [-5.9853, -4.4506, 2.9733], [-6.5882, -2.1872, 2.1742], [-4.8849, -0.4242, 2.0489], [-2.9276, -4.5309, -0.7007], [-5.2078, -5.3293, -0.2826], [-7.1543, -4.0427, -1.1060], [-6.7895, -1.9376, -2.3619], [-4.5165, -1.1412, -2.8000], [-1.4312, -2.8789, 0.7755], [-0.0183, -4.3465, 2.1447], [1.7564, -5.7101, 1.0899], [2.0804, -5.6223, -1.3631], [0.6513, -4.1660, -2.7437], [4.8743, 2.4667, -6.1292], [3.0848, 1.9223, -6.2297], [1.9189, 3.3721, -6.4373], [2.9200, 0.8262, -7.7518], [2.6226, 0.8536, -4.7422], [2.3530, -0.4947, -4.9023], [1.9653, -1.2929, -3.8239], [1.8422, -0.6816, -2.5991], [2.1333, 0.6083, -2.3936], [2.5392, 1.3789, -3.4255], [2.9488, 3.0551, -3.1213], [5.1532, 3.0421, -7.0161], [5.5376, 1.6007, -6.0670], [5.0336, 3.0877, -5.2480], [1.8342, 3.6338, -7.4958], [2.2711, 4.2415, -5.8846], [0.9201, 3.1363, -6.0650], [3.1093, 1.4280, -8.6446], [1.9169, 0.4042, -7.8505], [3.6385, 0.0030, -7.7534], [2.4255, -0.9452, -5.8859], [1.7448, -2.3441, -3.9392], [1.5001, -1.2372, -1.7291]], "mulliken_charge": [0.8950, -1.8267, 1.0926, 1.3013, -2.0938, 0.1654, -1.9450, 1.9274, -2.5767, 0.8433, -2.2393, 1.2100, -1.6453, 0.3642, 0.3318, -0.0661, 0.5322, 0.2197, 0.4306, 0.3870, 0.4379, 0.3475, 0.4524, 0.2130, 0.3861, 0.2104, 0.5333, 0.5125, 0.3730, 0.0978, 0.1520, -0.2955, 0.2504, -0.2018, -0.5809, 0.5520, -0.2825, -0.2595, -0.6175, -0.1686, 0.1056, -0.6605, 0.9446, 0.2934, -0.3890, -0.6315, -0.5052, -0.7790, 0.0292, 0.4502, -0.7428, -0.5792, -0.5768, -0.6187, -0.2281, 0.9001, -0.0916, -0.0219, -0.6112, -0.4651, -0.7099, -0.4337, -0.5284, 0.3874, -0.7673, -0.4185, -0.7513, -0.4996, -0.3039, 0.3917, -0.2039, 0.4444, 0.6826, -0.4004, 0.4141, 0.3817, 0.3442, 0.3979, 0.1716, 0.3532, 0.3657, 0.3782, 0.4219, 0.3321, 0.4136, 0.4062, 0.3946, 0.3992, 0.3512, 0.5357, 0.3759, 0.3857, 0.3854, 0.4049, -1.0273, 0.1076, -1.0255, -1.1730, 0.1186, -0.1552, -1.0518, -1.6582, 0.4179, 0.3012, -0.3972, 0.3373, 0.3054, 0.3045, 0.3631, 0.2837, 0.3275, 0.3190, 0.3208, 0.2952, 0.3468, 0.3570, 1.2387]}


Q: The highest charge belongs to which entry?
A: C51H56AsGaN3P2S2


Q: Among the records above, which one has the lowest charge?
A: C51H56N3S3Sb2SiSr


Q: charge of number 1 (C51H56AsGaN3P2S2)?
A: +3


Q: Look up the charge of the first one.
A: +3